(1)
{
  "formula": "C12H21ClN2O5P",
  "method": "the ωB97M-V functional and the def2-TZVPD basis",
  "species": ["O", "C", "Cl", "C", "C", "C", "C", "C", "N", "N", "H", "H", "H", "H", "H", "H", "O", "P", "O", "C", "C", "O", "C", "C", "O", "C", "C", "H", "H", "H", "H", "H", "H", "H", "H", "H", "H", "H", "H", "H", "H", "H"],
  "coordinates": [[-0.004, 3.075, -1.713], [1.068, 2.787, -1.282], [1.765, 3.657, 0.102], [1.825, 1.623, -2.047], [1.576, 1.926, -3.574], [2.269, 3.079, -4.116], [1.935, 3.310, -5.542], [0.982, 2.309, -6.057], [0.431, 1.259, -5.472], [0.745, 1.079, -4.207], [2.924, 1.657, -1.834], [1.470, 0.609, -1.744], [2.956, 3.745, -3.556], [2.359, 4.154, -6.123], [0.673, 2.462, -7.122], [0.336, 0.277, -3.714], [-2.439, -0.109, 3.279], [-1.935, -1.344, 2.566], [-0.559, -1.596, 3.446], [-0.701, -2.157, 4.751], [-1.139, -3.610, 4.698], [-1.303, -0.523, 1.273], [-1.694, 0.805, 0.947], [-0.725, 1.803, 1.550], [-1.667, -2.789, 1.746], [-0.998, -2.915, 0.494], [0.503, -2.745, 0.609], [-1.408, -1.561, 5.336], [0.273, -2.086, 5.237], [-2.150, -3.701, 4.291], [-1.136, -4.049, 5.698], [-0.475, -4.191, 4.057], [-2.723, 1.004, 1.247], [-1.665, 0.889, -0.145], [-0.621, 1.669, 2.627], [-1.052, 2.827, 1.356], [0.271, 1.668, 1.124], [-1.434, -2.248, -0.252], [-1.204, -3.929, 0.140], [0.781, -1.765, 0.999], [0.972, -2.867, -0.370], [0.919, -3.486, 1.294]],
  "lowdin_charge": [0.060, -0.787, 0.728, -0.047, -0.158, 0.084, 0.096, -0.064, 0.114, 0.107, 0.132, 0.134, 0.148, 0.134, 0.139, 0.201, -0.216, 0.695, -0.225, -0.287, -0.082, -0.273, -0.282, -0.086, -0.233, -0.283, -0.074, 0.111, 0.120, 0.070, 0.082, 0.079, 0.112, 0.107, 0.086, 0.081, 0.026, 0.107, 0.122, 0.064, 0.074, 0.083],
  "energy_ha": -1756.77926,
  "charge": 1,
  "e_lumo_ev": -5.58
}

(2)
{
  "formula": "C5H11NO",
  "method": "the ωB97M-V functional and the def2-TZVPD basis",
  "species": ["C", "C", "C", "C", "C", "N", "H", "H", "H", "H", "H", "H", "H", "H", "H", "H", "H", "O"],
  "coordinates": [[-2.578, 0.334, -1.865], [-1.659, -0.792, -1.535], [-1.376, -1.218, -0.245], [-0.222, -1.725, 0.268], [5.154, 0.837, 2.251], [5.240, -0.492, 2.449], [-3.602, -0.093, -1.709], [-2.381, 1.255, -1.309], [-2.465, 0.485, -2.940], [-1.090, -1.044, -2.422], [-2.140, -1.019, 0.501], [0.611, -1.840, -0.431], [-0.032, -1.849, 1.330], [4.627, 1.145, 1.331], [4.884, 1.361, 3.198], [6.265, -0.134, 2.570], [-4.987, 2.705, -0.685], [-4.250, 2.083, -0.758]],
  "lowdin_charge": [-0.102, -0.010, -0.158, 0.120, -0.146, -0.064, 0.119, 0.077, 0.083, 0.121, 0.125, 0.080, 0.079, 0.050, 0.090, 0.071, -0.115, -0.420],
  "energy_ha": -326.71853,
  "charge": 0,
  "e_lumo_ev": -2.93
}

Copy entry 1 word for word.
{
  "formula": "C12H21ClN2O5P",
  "method": "the ωB97M-V functional and the def2-TZVPD basis",
  "species": ["O", "C", "Cl", "C", "C", "C", "C", "C", "N", "N", "H", "H", "H", "H", "H", "H", "O", "P", "O", "C", "C", "O", "C", "C", "O", "C", "C", "H", "H", "H", "H", "H", "H", "H", "H", "H", "H", "H", "H", "H", "H", "H"],
  "coordinates": [[-0.004, 3.075, -1.713], [1.068, 2.787, -1.282], [1.765, 3.657, 0.102], [1.825, 1.623, -2.047], [1.576, 1.926, -3.574], [2.269, 3.079, -4.116], [1.935, 3.310, -5.542], [0.982, 2.309, -6.057], [0.431, 1.259, -5.472], [0.745, 1.079, -4.207], [2.924, 1.657, -1.834], [1.470, 0.609, -1.744], [2.956, 3.745, -3.556], [2.359, 4.154, -6.123], [0.673, 2.462, -7.122], [0.336, 0.277, -3.714], [-2.439, -0.109, 3.279], [-1.935, -1.344, 2.566], [-0.559, -1.596, 3.446], [-0.701, -2.157, 4.751], [-1.139, -3.610, 4.698], [-1.303, -0.523, 1.273], [-1.694, 0.805, 0.947], [-0.725, 1.803, 1.550], [-1.667, -2.789, 1.746], [-0.998, -2.915, 0.494], [0.503, -2.745, 0.609], [-1.408, -1.561, 5.336], [0.273, -2.086, 5.237], [-2.150, -3.701, 4.291], [-1.136, -4.049, 5.698], [-0.475, -4.191, 4.057], [-2.723, 1.004, 1.247], [-1.665, 0.889, -0.145], [-0.621, 1.669, 2.627], [-1.052, 2.827, 1.356], [0.271, 1.668, 1.124], [-1.434, -2.248, -0.252], [-1.204, -3.929, 0.140], [0.781, -1.765, 0.999], [0.972, -2.867, -0.370], [0.919, -3.486, 1.294]],
  "lowdin_charge": [0.060, -0.787, 0.728, -0.047, -0.158, 0.084, 0.096, -0.064, 0.114, 0.107, 0.132, 0.134, 0.148, 0.134, 0.139, 0.201, -0.216, 0.695, -0.225, -0.287, -0.082, -0.273, -0.282, -0.086, -0.233, -0.283, -0.074, 0.111, 0.120, 0.070, 0.082, 0.079, 0.112, 0.107, 0.086, 0.081, 0.026, 0.107, 0.122, 0.064, 0.074, 0.083],
  "energy_ha": -1756.77926,
  "charge": 1,
  "e_lumo_ev": -5.58
}